i.
The ion C5H11N2 with charge +1. Source: the Open Molecules 2025 dataset; level of theory: ωB97M-V/def2-TZVPD.

XYZ file:
```
18
Properties=species:S:1:pos:R:3:mulliken_charge:R:1
C -0.031 -1.091 -0.046 0.75
C 0.874 -0.317 -1.004 -0.81
C 0.929 1.244 0.824 -0.64
C -1.206 -0.444 0.455 -0.27
C -2.117 0.424 -0.296 -1.12
N 0.467 -2.198 0.339 -0.64
N 1.751 0.455 -0.082 -0.15
H 1.463 -1.008 -1.609 0.42
H 0.316 0.367 -1.641 0.34
H 0.410 2.074 0.380 0.35
H 1.260 1.328 1.841 0.35
H -1.553 -0.773 1.427 0.40
H -1.703 0.814 -1.220 0.29
H -2.489 1.238 0.326 0.35
H -3.003 -0.170 -0.553 0.36
H -0.079 -2.735 1.006 0.26
H 2.282 -0.237 0.464 0.40
H 2.429 1.028 -0.609 0.36
```

Summary:
Gap between HOMO and LUMO (alpha / beta) (eV): 7.612 / 9.270
Total charge: +1

ii.
The ion C5H11N2 with charge +1. Source: the Open Molecules 2025 dataset; level of theory: ωB97M-V/def2-TZVPD.

XYZ file:
```
18
Properties=species:S:1:pos:R:3:mulliken_charge:R:1
C 1.236 0.155 -1.887 -0.37
N 0.791 0.029 -0.682 -0.42
C -0.482 -0.449 -0.443 0.60
C -0.687 -1.580 -1.160 -1.02
C -1.431 0.202 0.689 -0.61
C -0.425 0.292 1.835 -0.52
N 0.815 1.056 1.303 -0.34
H 0.845 -0.116 -2.973 0.27
H 2.139 0.661 -2.054 0.28
H -1.650 -2.063 -1.021 0.21
H -0.142 -2.103 -1.908 0.36
H -1.689 1.135 0.150 0.29
H -2.301 -0.468 0.819 0.40
H -1.032 0.662 2.629 0.36
H 0.041 -0.688 2.184 0.33
H 0.454 1.799 0.657 0.36
H 1.469 1.598 2.051 0.35
H 1.360 0.267 0.920 0.49
```

Summary:
Gap between HOMO and LUMO (eV): 9.711
Total charge: +1
SMILES string: C=NC(=C)CC[NH3+]

Most stable: i

i.
The ion C5H11N2 with charge +1. Source: the Open Molecules 2025 dataset; level of theory: ωB97M-V/def2-TZVPD.

XYZ file:
```
18
Properties=species:S:1:pos:R:3:mulliken_charge:R:1
C -1.224 1.098 0.339 -0.88
N -0.362 -0.099 0.080 0.42
C 0.929 -0.136 0.945 -0.13
C 2.095 0.527 0.256 -0.50
N 2.074 -0.893 0.690 -0.46
C -1.188 -1.302 -0.243 -0.32
C -0.498 -0.636 -1.340 -0.35
H -0.757 2.020 0.771 0.31
H -1.794 1.395 -0.550 0.32
H -1.989 0.746 1.049 0.38
H 0.841 0.015 2.065 0.44
H 1.998 0.901 -0.789 0.21
H 2.865 1.259 0.707 0.26
H 2.134 -1.626 0.040 0.26
H -2.252 -1.558 0.110 0.27
H -0.734 -2.258 -0.090 0.28
H 0.395 -1.201 -1.810 0.25
H -1.218 -0.050 -1.954 0.24
```

Summary:
Gap between HOMO and LUMO (eV): 11.486
Total charge: +1
SMILES string: C[N+]1([C@@H]2CN2)CC1

ii.
The ion C5H11N2 with charge +1. Source: the Open Molecules 2025 dataset; level of theory: ωB97M-V/def2-TZVPD.

XYZ file:
```
18
Properties=species:S:1:pos:R:3:mulliken_charge:R:1
C -1.138 -1.416 0.057 -1.55
C -0.582 -0.227 0.714 0.00
N -1.290 0.961 0.026 -0.20
C 0.053 1.575 -0.323 -0.86
C 0.720 0.405 0.196 0.65
C 1.934 -0.476 -0.626 -0.43
N 2.038 0.243 0.663 -0.53
H -0.887 -1.512 -0.964 0.49
H -2.328 -1.568 0.281 0.34
H -0.688 -2.164 0.651 0.39
H -0.809 -0.126 1.818 0.40
H -2.130 1.460 0.586 0.37
H -1.635 0.645 -0.995 0.44
H 0.234 2.558 0.100 0.33
H 0.076 1.656 -1.366 0.33
H 1.929 -1.612 -0.739 0.26
H 2.406 -0.091 -1.592 0.27
H 2.096 -0.311 1.512 0.29
```

Summary:
Gap between HOMO and LUMO (eV): 9.626
Total charge: +1
SMILES string: C[C@@H]1[NH2+]C[C@]12CN2

iii.
A cluster of 2 separate species, C5H11N2 in total. Source: the Open Molecules 2025 dataset; level of theory: ωB97M-V/def2-TZVPD.

XYZ file:
```
18
Properties=species:S:1:pos:R:3:mulliken_charge:R:1
C -2.541 -0.547 -0.158 0.31
C 1.594 0.191 -1.140 0.18
C -3.622 -0.687 0.720 -0.78
C 3.042 0.642 -0.960 -1.00
C 0.813 0.066 1.186 -0.84
N 0.655 -0.063 -0.255 -0.05
N -1.746 -0.388 -0.994 -0.51
H 1.149 0.172 -2.108 0.43
H -4.259 -1.556 0.523 0.32
H -4.288 0.124 0.549 0.31
H -3.104 -0.518 1.701 0.24
H 3.760 -0.030 -1.496 0.32
H 3.413 0.806 0.083 0.33
H 3.023 1.629 -1.330 0.33
H 1.861 -0.056 1.285 0.42
H 0.450 1.071 1.559 0.27
H 0.052 -0.657 1.468 0.28
H -0.254 -0.200 -0.634 0.46
```

Summary:
Gap between HOMO and LUMO (eV): 11.886
Total charge: +1

Most stable: iii

i.
The ion C5H11N2 with charge +1. Source: the Open Molecules 2025 dataset; level of theory: ωB97M-V/def2-TZVPD.

XYZ file:
```
18
Properties=species:S:1:pos:R:3:mulliken_charge:R:1
C -0.777 -0.910 0.059 0.56
C 0.496 -1.283 -0.618 -0.72
C 1.420 0.783 0.303 -0.89
C -0.649 0.427 0.505 -0.24
C -1.251 1.515 -0.399 -1.17
N -1.734 -1.709 0.312 -0.65
N 1.593 -0.654 0.169 -0.07
H 0.512 -2.337 -0.625 0.44
H 0.485 -0.947 -1.667 0.35
H 1.345 1.400 -0.591 0.46
H 1.755 1.158 1.289 0.37
H -0.709 0.528 1.560 0.50
H -1.116 1.264 -1.455 0.28
H -0.629 2.353 -0.054 0.39
H -2.265 1.799 -0.318 0.37
H -2.424 -1.253 0.880 0.27
H 1.520 -1.091 1.053 0.37
H 2.428 -1.043 -0.403 0.38
```

Summary:
Gap between HOMO and LUMO (eV): 10.163
Total charge: +1

ii.
The ion C5H11N2 with charge +1. Source: the Open Molecules 2025 dataset; level of theory: ωB97M-V/def2-TZVPD.

XYZ file:
```
18
Properties=species:S:1:pos:R:3:mulliken_charge:R:1
C -3.000 0.808 -0.003 -0.28
N -1.971 0.325 0.475 -0.44
C -1.051 -0.358 -0.246 0.23
C -0.715 -1.728 -0.045 -0.55
N 0.110 -0.687 0.582 0.03
C 1.507 -0.345 0.057 -0.35
C 1.755 1.186 0.036 -1.02
H -3.609 1.422 0.595 0.27
H -3.273 0.751 -1.014 0.27
H -0.795 0.011 -1.296 0.37
H -1.197 -2.292 0.743 0.29
H -0.356 -2.405 -0.894 0.23
H -0.053 -0.481 1.508 0.34
H 2.096 -0.785 0.940 0.38
H 1.887 -0.709 -0.976 0.25
H 1.577 1.467 -0.999 0.32
H 0.896 1.627 0.591 0.30
H 2.794 1.486 0.228 0.36
```

Summary:
Gap between HOMO and LUMO (eV): 11.429
Total charge: +1
SMILES string: C=N[C@@H]1C[N@H+]1CC

Most stable: ii

i.
The ion CH3N2O with charge +1. Source: the Open Molecules 2025 dataset; level of theory: ωB97M-V/def2-TZVPD.

XYZ file:
```
7
Properties=species:S:1:pos:R:3:mulliken_charge:R:1
N -0.288 -0.750 0.168 -0.24
C -0.521 0.452 -0.180 0.71
N -0.083 1.782 0.039 -0.23
O -1.143 1.250 -0.953 -0.17
H 0.474 -0.910 0.833 0.31
H -0.849 -1.586 -0.034 0.30
H 0.794 1.974 -0.441 0.31
```

Summary:
Gap between HOMO and LUMO (eV): 12.810
Total charge: +1
SMILES string: [NH2+]=C1NO1

ii.
The ion CH3N2O with charge +1. Source: the Open Molecules 2025 dataset; level of theory: ωB97M-V/def2-TZVPD.

XYZ file:
```
7
Properties=species:S:1:pos:R:3:mulliken_charge:R:1
N -1.068 -0.435 -0.052 -0.34
C 0.192 -0.077 -0.026 0.71
N 1.199 0.896 -0.094 -0.23
O 1.402 -0.613 0.113 -0.18
H -1.801 0.262 -0.380 0.35
H -1.454 -1.449 -0.256 0.38
H 1.530 1.415 0.695 0.32
```

Summary:
Gap between HOMO and LUMO (eV): 11.974
Total charge: +1
SMILES string: [NH2+]=C1NO1

iii.
A cluster of 2 separate species, CH3N2O in total. Source: the Open Molecules 2025 dataset; level of theory: ωB97M-V/def2-TZVPD.

XYZ file:
```
7
Properties=species:S:1:pos:R:3:mulliken_charge:R:1
C -0.425 -0.173 -0.770 0.43
N -0.934 -0.073 -2.047 -0.13
N 1.018 -0.385 2.197 -0.26
O -0.599 0.986 -0.992 0.01
H -0.270 -0.012 -2.826 0.33
H 0.925 0.602 2.066 0.32
H 0.285 -0.944 2.372 0.30
```

Summary:
Gap between HOMO and LUMO (alpha / beta) (eV): 5.193 / 9.792
Total charge: +1

Most stable: i